Computed, not measured: a structure of composition C4H12N2O in a non-equilibrium geometry, with wB97M-V/def2-TZVPD.

Atoms and positions in Å:
O: 1.318 -0.824 1.075
N: -1.341 0.487 -1.989
N: 1.265 1.885 0.246
C: -0.309 1.238 -1.441
C: 0.761 0.900 -0.730
C: 0.452 -1.909 0.986
C: -1.019 -1.512 1.185
H: 0.759 -2.666 1.716
H: 1.184 1.544 1.212
H: -1.214 -0.505 -2.105
H: -1.757 0.885 -2.815
H: -1.443 -1.126 0.257
H: 0.734 2.773 0.270
H: 2.242 2.121 0.087
H: 0.517 -2.394 -0.005
H: -0.587 2.306 -1.462
H: -1.108 -0.712 1.926
H: -1.622 -2.373 1.481
H: 1.168 -0.119 0.105

The value obtained for the lowest unoccupied orbital energy is 0.3447 eV. The calculated total energy is -344.2159 hartree. The total charge is 0. Its relative energy (zero: lowest compared OMol25 entry of this formula, charge and spin) is 106.1 kcal/mol.

Löwdin atomic charge list, values in e, 2 entries: number 1, O, carries -0.2789; number 2, N, carries 0.0419